# 1
The following is a DFT calculation (wB97M-V/def2-TZVPD) of C35H51FNO5P in the gas phase in a non-equilibrium geometry.

Each line ends with the Mulliken charge.
Positions of all 94 atoms, in Å:
C 0.7043 -6.0358 3.0404  -1.50
C -0.1419 -5.7199 1.8287  0.03
O -1.5465 -5.8483 2.0941  -0.46
P -2.4787 -4.6146 1.6892  1.12
O -3.8479 -4.9580 2.0547  -0.91
C -2.3091 -4.3783 -0.0993  -1.26
C -1.2209 -3.3603 -0.5461  -0.49
C -1.6525 -2.4372 -1.6653  -0.45
C -1.0815 -2.5221 -2.9232  1.14
C 0.0083 -3.5080 -3.2464  -2.38
C 1.3984 -2.9187 -2.8703  0.73
C 2.3097 -2.6925 -4.0679  -1.42
F 1.2144 -1.6677 -2.2773  -0.32
C -1.4857 -1.6940 -3.9406  -0.78
C -2.4493 -0.7434 -3.7338  -1.21
C -2.9808 -0.6251 -2.4877  0.83
C -2.6048 -1.4604 -1.4637  0.16
C -3.2780 -1.2230 -0.1740  -0.13
O -3.5629 -2.0840 0.6211  -0.56
C -3.6350 0.1759 0.1078  -0.53
C -3.9900 0.9931 -0.8701  0.52
C -4.4112 2.4118 -0.6832  -0.59
C -4.7377 2.7323 0.7653  -1.23
C -3.5487 3.1287 1.6518  -0.75
C -2.5784 4.1406 1.0129  -0.27
C -1.2337 4.2570 1.7664  -0.99
C -0.0699 4.6455 0.8418  -0.60
C 1.3042 4.1675 1.2647  -0.62
C 2.3907 4.9615 0.4854  -0.92
C 2.9189 4.3308 -0.8088  -0.68
C 4.4277 4.5110 -1.0214  -1.00
C 5.2970 4.1698 0.1783  -0.83
C 4.8948 2.8776 0.8303  -0.75
N 5.0804 1.7991 -0.1326  0.28
C 6.2479 1.4338 -0.7041  -0.31
C 5.9903 0.4335 -1.5723  -0.96
C 4.6222 0.1833 -1.5213  -0.26
C 4.0841 1.0250 -0.6121  -0.83
C -4.0007 0.4318 -2.2337  -0.17
O -4.7700 0.8065 -3.0837  -0.60
O -1.9992 -3.2811 2.4103  -0.20
C -1.6039 -3.4017 3.7852  -0.04
C -2.7646 -3.1309 4.7307  -1.23
H 1.4474 -6.7868 2.8212  0.36
H 1.2204 -5.1556 3.3939  0.37
H 0.1065 -6.4130 3.8580  0.36
H 0.1096 -4.7312 1.4938  0.13
H 0.0903 -6.3788 1.0026  0.48
H -2.0871 -5.3553 -0.5054  0.58
H -3.2798 -4.0816 -0.4458  0.60
H -0.8456 -2.7510 0.2653  0.47
H -0.3767 -3.9286 -0.8919  0.83
H -0.1496 -4.4344 -2.7222  0.64
H 0.0088 -3.6639 -4.3099  0.68
H 1.8850 -3.5111 -2.1080  0.42
H 2.4698 -1.6307 -4.1638  0.33
H 1.8887 -3.0644 -4.9882  0.40
H 3.2741 -3.1335 -3.8660  0.33
H -1.0413 -1.7837 -4.9132  0.49
H -2.7548 -0.1052 -4.5378  0.52
H -3.6203 0.4437 1.1449  0.59
H -3.7215 3.1063 -1.1438  0.46
H -5.3263 2.4878 -1.2613  0.41
H -5.2403 1.8609 1.1659  0.45
H -5.4527 3.5443 0.7859  0.53
H -3.9614 3.6449 2.5104  0.49
H -3.0007 2.2874 2.0537  0.37
H -3.0463 5.1095 1.1271  0.20
H -2.3089 3.9084 -0.0052  0.21
H -0.9847 3.3310 2.2754  0.48
H -1.3308 5.0209 2.5289  0.35
H -0.0252 5.7275 0.8210  0.31
H -0.2479 4.2488 -0.1511  0.23
H 1.4798 4.2593 2.3311  0.41
H 1.4408 3.1186 1.0260  0.33
H 1.8853 5.8676 0.1797  0.59
H 3.1895 5.2600 1.1482  0.42
H 2.4317 4.8295 -1.6354  0.51
H 2.6747 3.2813 -0.9082  0.26
H 4.7273 3.8629 -1.8368  0.34
H 4.6422 5.5242 -1.3374  0.42
H 5.2644 4.9719 0.9074  0.42
H 6.3314 4.0820 -0.1252  0.48
H 3.8613 2.8642 1.1289  0.37
H 5.5494 2.6801 1.6689  0.32
H 7.1945 1.8732 -0.4923  0.38
H 6.6959 -0.0852 -2.1833  0.45
H 4.0547 -0.5320 -2.0584  0.72
H 3.0629 1.1024 -0.3178  0.53
H -1.1099 -4.3342 4.0117  0.04
H -0.8652 -2.6293 3.9444  0.36
H -3.6523 -2.9448 4.1460  0.31
H -2.5632 -2.2423 5.3115  0.33
H -2.9037 -3.9335 5.4368  0.34

## Properties
- Maximum force: 0.042 Eh/bohr
- Lowest unoccupied orbital energy: -0.576 eV
- Kohn-Sham gap: 7.7 eV
- Total energy: -2236.46194 Eh
- 2S+1: 1
- ΔE to the lowest compared entry with this formula, charge and spin: 0.0000 eV



# 2
The following is a DFT calculation (wB97M-V/def2-TZVPD) of C35H51N8NbO9P as an isolated structure in a non-equilibrium geometry.

Each line ends with the Mulliken charge.
Positions of all 105 atoms, in Å:
C -2.4231 1.2967 -0.2429  -1.08
C -1.3159 0.4100 -0.8844  -0.42
Nb 0.0825 -0.6292 0.5666  -1.30
C 0.1636 1.0493 2.0607  -1.03
C 0.9452 2.3550 1.7671  -0.26
C 0.3740 3.2907 0.7004  -0.81
O 0.7326 2.9759 -0.6378  -0.50
C -0.0668 -2.4329 -0.8486  -0.40
C 0.0573 -2.1168 -2.3679  -0.61
C 1.1280 -2.8649 -3.1397  0.27
N 2.0911 -3.6584 -2.4989  -0.33
O 1.1776 -2.7489 -4.3643  -0.73
C 1.8604 0.0617 -0.7236  -0.10
O 3.0109 0.6712 -0.1050  -0.19
C 4.1728 -0.0080 -0.0860  0.34
C 4.9895 0.2092 1.0040  -0.21
C 6.1998 -0.3961 1.1448  -0.55
C 6.6630 -1.2601 0.1701  -0.45
C 5.8905 -1.4603 -0.9309  -0.73
C 4.6697 -0.8450 -1.0611  -0.14
C -1.6596 -1.5412 1.7319  -1.19
C -1.4547 -2.2199 3.0953  1.00
N -0.5073 -1.5655 3.9781  -0.35
N -1.2258 -3.6577 3.0260  -0.74
N -2.8311 -2.1573 3.7777  -0.94
P 1.8968 -2.0867 1.7636  0.58
N 2.7838 -1.3052 2.8510  -1.01
H -2.6226 1.1598 0.8183  0.13
H -3.3683 1.0785 -0.7533  0.18
H -2.2230 2.3370 -0.5080  0.34
H -0.7893 1.0030 -1.6360  0.31
H -1.8288 -0.3761 -1.4545  0.72
H 0.4743 0.7336 3.0635  0.45
H -0.8818 1.3646 2.2281  0.57
H 0.8265 2.9518 2.6832  0.56
H 2.0312 2.2478 1.7168  0.13
H -0.6942 3.3880 0.8681  0.10
H 0.7958 4.2858 0.9184  0.39
H 1.6113 3.3245 -0.8009  0.35
H -1.0055 -2.9785 -0.7108  0.38
H 0.7025 -3.1792 -0.6112  0.58
H -0.8831 -2.3846 -2.8539  0.67
H 0.2090 -1.0605 -2.6045  0.08
H 2.9155 -3.6528 -3.0905  0.28
H 2.3691 -3.2713 -1.5986  0.06
H 1.4410 0.6679 -1.5304  0.19
H 2.1992 -0.8485 -1.2397  -0.07
H 4.6490 0.8657 1.7938  0.22
H 6.7659 -0.1932 2.0440  0.36
H 7.6201 -1.7392 0.3328  0.36
H 6.2338 -2.1313 -1.7103  0.37
H 4.0625 -1.0149 -1.9439  0.59
H -2.1494 -2.2937 1.1091  0.24
H -2.4280 -0.7715 1.8825  0.50
H -0.8287 -0.6404 4.2359  0.27
H -0.4382 -2.0879 4.8447  0.27
H -2.1235 -4.1143 3.1116  0.32
H -0.8313 -3.8968 2.1247  0.24
H -2.7030 -2.6781 4.6434  0.29
H -3.0070 -1.1840 3.9968  0.28
H 1.3838 -3.2749 2.3497  0.05
H 2.7923 -2.5620 0.7448  -0.13
H 2.4316 -0.3565 2.9306  0.34
C 2.1875 -7.7131 -4.3646  -0.50
C 2.4758 -9.0670 -4.4815  -0.37
C 2.4643 -9.8778 -3.3591  -0.43
C 2.1590 -9.3190 -2.1306  0.13
C 1.8763 -7.9706 -1.9961  -0.63
C 1.8920 -7.1641 -3.1240  -0.20
N 2.1239 -10.1849 -0.9429  1.01
O 2.3962 -11.3616 -1.0934  -0.62
O 1.8227 -9.6795 0.1175  -0.60
H 2.1917 -7.0818 -5.2441  0.41
H 2.7070 -9.4912 -5.4496  0.37
H 2.6884 -10.9305 -3.4494  0.43
H 1.6438 -7.5438 -1.0311  0.50
H 1.6723 -6.1075 -3.0382  0.47
C -5.7687 5.1799 -4.6724  -0.39
C -5.5091 3.8267 -4.8414  -0.50
C -5.4484 2.9884 -3.7394  -0.30
C -5.6535 3.5201 -2.4800  0.16
C -5.9058 4.8664 -2.2936  -0.41
C -5.9628 5.6996 -3.3995  -0.42
N -5.6114 2.6289 -1.3110  1.10
O -5.3669 1.4583 -1.5086  -0.64
O -5.8226 3.1200 -0.2202  -0.62
H -5.8202 5.8316 -5.5353  0.37
H -5.3558 3.4233 -5.8331  0.37
H -5.2452 1.9356 -3.8702  0.45
H -6.0585 5.2694 -1.3032  0.45
H -6.1614 6.7548 -3.2689  0.37
C -0.4949 9.4578 4.3180  -0.40
C -1.1780 9.3887 3.1111  -0.49
C -1.3738 8.1636 2.4933  -0.22
C -0.8839 7.0211 3.0982  -0.05
C -0.1959 7.0733 4.2961  -0.21
C -0.0011 8.3019 4.9074  -0.53
N -1.1096 5.7156 2.4577  0.98
O -1.7002 5.7063 1.3973  -0.58
O -0.6929 4.7323 3.0349  -0.53
H -0.3477 10.4155 4.8010  0.37
H -1.5609 10.2902 2.6521  0.36
H -1.9048 8.1090 1.5543  0.45
H 0.1858 6.1730 4.7555  0.45
H 0.5334 8.3572 5.8460  0.37

## Properties
- Maximum force: 0.060 Eh/bohr
- Lowest unoccupied orbital energy: 0.973 eV
- Kohn-Sham gap: 5.4 eV
- Total charge: -1
- Total energy: -2877.32693 Eh
- 2S+1: 1